# 1
Below is a molecular structure, C29H46BrN3P2Ru at a distorted geometry, with properties calculated with ωB97M-V/def2-TZVPD.

The value obtained for the largest force on an atom is 4.64 eV/Å. The energy above the lowest of the compared OMol25 structures with the same formula, charge and spin is 0.0 kJ/mol. Its charge is +4. As for the spin multiplicity: 5. The highest occupied orbital energy (alpha / beta) comes out at -18.474 / -18.739 eV. Its HOMO-LUMO gap (alpha / beta) is 0.222 / 0.196 Ha. The molecular weight comes out at 679.6 g mol⁻¹.

Structure (XYZ):
```
82
Properties=species:S:1:pos:R:3:forces:R:3
N 5.928808 -6.479340 -4.108753 -1.93 3.40 1.25
C 6.566673 -5.392252 -3.662617 1.34 -0.50 -0.12
C 5.863936 -4.278913 -3.186262 -0.82 -0.68 -0.17
C 4.450586 -4.279190 -3.182886 0.77 -1.08 -0.67
C 3.809627 -5.429693 -3.706020 1.17 0.07 0.20
C 4.602294 -6.509343 -4.154210 -0.77 -1.15 -0.51
C 3.752848 -3.150910 -2.579812 -0.95 0.12 0.13
Ru 0.410299 1.022180 -0.058476 -0.20 4.22 1.92
P -2.882254 0.999796 4.180205 0.56 -0.73 -0.60
C 2.411867 -3.153943 -2.382479 0.72 -0.38 -0.50
C 1.762461 -2.240820 -1.463246 -0.33 0.59 -0.16
C 0.618310 -2.731489 -0.784303 0.48 -0.39 0.58
C 0.160666 -2.084950 0.343825 -0.51 -0.13 -0.40
C 0.673577 -0.811767 0.549293 1.33 -0.59 0.87
C 1.975825 -0.359986 0.111405 0.50 -2.33 -1.04
C 2.365852 -1.028246 -1.113680 -0.01 0.22 1.29
Br -0.364257 0.347298 2.330051 1.43 -0.86 -1.87
H 4.382391 -2.335337 -2.194441 -0.31 -0.53 -0.11
H 1.781540 -3.973419 -2.757598 0.42 0.37 0.18
H 6.404490 -3.431205 -2.776498 0.21 -0.25 -0.21
H 2.725079 -5.537227 -3.733173 0.45 -0.17 -0.17
H 7.657004 -5.396477 -3.655019 -0.13 -0.09 -0.05
H 4.113029 -7.410860 -4.541291 0.24 0.21 0.08
H 0.172354 -3.676867 -1.117552 0.22 0.33 0.37
H 3.175268 -0.635859 -1.733830 0.08 -0.20 0.56
H -0.578212 -2.470927 1.020078 -0.55 -0.21 -0.20
H 2.736216 0.031019 0.823532 -0.68 0.56 -0.75
P -1.466009 0.739856 -1.140697 -1.95 -0.60 -2.14
C -1.358535 0.515654 5.163214 -0.23 0.61 0.34
C -1.613666 -0.042122 6.568925 -0.35 -0.13 0.33
H -0.729124 1.412537 5.264325 -0.24 -0.07 -0.23
H -0.808227 -0.221900 4.568559 -0.31 0.07 0.27
H -0.648349 -0.160588 7.076853 -0.22 0.06 -0.17
H -2.228707 0.639445 7.175648 0.21 -0.27 -0.21
H -2.086328 -1.032415 6.542992 0.02 0.30 0.00
C -3.484663 -0.440277 3.181075 -0.24 -0.15 0.43
C -4.954314 -0.813226 3.462226 -0.32 0.01 -0.07
H -2.842463 -1.307001 3.401475 -0.03 0.35 0.08
H -3.355357 -0.178782 2.119671 -0.03 0.06 0.48
H -5.176513 -1.792488 3.012220 0.07 0.36 0.13
H -5.181309 -0.882224 4.534671 0.15 -0.01 -0.30
H -5.633544 -0.072679 3.019915 0.12 -0.20 0.16
C -2.719017 2.449520 3.042512 -0.40 0.43 0.42
C -3.160392 3.798974 3.644663 0.04 0.32 0.11
H -3.345268 2.252891 2.156658 0.23 -0.32 0.33
H -1.665816 2.476639 2.743636 -0.24 0.17 0.00
H -3.316027 4.532106 2.842530 0.10 -0.25 0.14
H -4.106858 3.727981 4.189724 0.17 -0.06 -0.11
H -2.407047 4.221930 4.316441 -0.14 -0.18 -0.03
C -2.462761 2.308091 -1.249546 0.61 0.42 0.76
C -2.745561 2.787135 -2.671582 -0.05 0.03 -0.27
H -1.922007 3.066207 -0.661987 -0.13 0.05 -0.24
H -3.407095 2.140269 -0.703964 0.42 -0.13 -0.17
H -1.844629 3.144333 -3.186149 -0.18 -0.19 0.09
H -3.206184 1.988402 -3.264650 0.05 0.26 0.02
H -3.449399 3.628214 -2.645143 0.14 -0.23 0.06
C -2.787279 -0.455716 -0.679919 0.17 -0.23 0.42
C -2.771778 -1.811237 -1.388093 -0.15 -0.09 0.02
H -3.761679 0.047404 -0.846466 0.61 -0.18 0.08
H -2.655938 -0.587563 0.407467 -0.23 -0.04 -0.35
H -2.971425 -1.709112 -2.459812 -0.02 -0.03 0.21
H -1.819162 -2.330237 -1.262496 -0.24 0.06 -0.05
H -3.558799 -2.439634 -0.949306 0.20 0.13 -0.22
C -0.807243 0.267603 -2.801579 -0.69 -0.21 0.41
C 0.517553 0.987335 -3.030809 0.24 0.00 -0.35
H -1.555033 0.504000 -3.577223 0.31 -0.20 0.26
H -0.678458 -0.827846 -2.781791 -0.09 0.37 0.03
H 1.225203 0.341479 -3.562279 -0.10 0.18 0.12
H 0.357575 1.875049 -3.648744 0.23 0.04 0.31
H 1.008189 1.284100 -2.069703 0.01 0.04 -0.89
C 2.912382 2.985499 1.519463 0.11 -0.30 0.13
C 2.286515 3.509027 0.290344 0.24 0.88 -0.75
N 1.235277 3.043945 -0.380143 -0.87 -0.20 -0.05
C 0.950945 3.953368 -1.411382 0.72 0.00 0.26
C 1.917202 4.918787 -1.392206 -0.55 -0.58 0.03
N 2.737000 4.629210 -0.318462 -0.68 -0.57 -0.10
H 3.690742 2.251617 1.262724 -0.04 0.28 0.25
H 3.356138 3.831029 2.070275 -0.10 -0.56 -0.03
H 2.151639 2.492223 2.136967 0.24 0.16 0.05
H 0.061137 3.853377 -2.032212 0.58 0.05 0.12
H 2.082336 5.730451 -2.070573 0.05 0.34 0.07
H 3.525859 5.168089 0.005500 0.03 0.15 -0.10
```
Forces are in eV/Å.

# 2
Below is a molecular structure, C29H46BrN9O9P3RuS at a distorted geometry, with properties calculated with ωB97M-V/def2-TZVPD.

The value obtained for the largest force on an atom is 2.60 eV/Å. Its charge is +2. As for the spin multiplicity: 2. The highest occupied orbital energy (alpha / beta) comes out at -12.502 / -12.510 eV. Its HOMO-LUMO gap (alpha / beta) is 0.218 / 0.237 Ha. The molecular weight comes out at 970.7 g mol⁻¹.

Structure (XYZ):
```
99
Properties=species:S:1:pos:R:3:forces:R:3
Ru 0.180510 1.448671 -0.217911 1.73 1.25 1.48
O 2.951010 4.422071 6.558889 -0.07 0.23 0.47
N 3.313210 4.245771 5.427689 -0.12 -0.21 0.02
O 4.386910 4.548571 4.957489 0.50 0.24 -0.09
C 2.414910 3.508871 4.546789 -0.71 -0.91 -0.02
C 1.739710 2.467271 5.102989 0.47 0.63 0.03
C 1.014910 1.557171 4.288389 -0.01 0.07 -0.76
C 0.496510 0.349271 4.785789 -0.14 -0.05 -0.27
C -0.064390 -0.541229 3.906689 0.19 0.24 0.17
C -0.147890 -0.191129 2.555789 -0.11 -0.33 0.10
N 0.294510 0.948271 2.077189 -0.52 0.16 -1.19
C 0.906310 1.813071 2.900989 0.23 0.08 0.73
C 1.529610 2.981271 2.339189 0.35 0.20 0.57
N 1.368010 3.216071 1.028689 -0.59 -1.13 -1.33
C 1.971910 4.239771 0.467389 0.04 0.18 -0.29
C 2.821210 5.095971 1.177289 -0.16 -0.08 0.40
C 3.004810 4.889271 2.523889 0.02 0.08 -0.31
C 2.343310 3.814771 3.148889 -0.26 -0.24 -0.36
H 1.807910 2.302571 6.170789 0.04 -0.02 -0.02
H 0.571910 0.122071 5.837789 0.03 -0.01 0.14
H -0.415090 -1.503129 4.242089 -0.09 -0.08 -0.01
H -0.572090 -0.871629 1.837389 0.05 0.01 0.03
H 1.785810 4.406371 -0.586211 -0.02 -0.14 -0.02
H 3.304610 5.917671 0.672489 0.01 0.02 -0.06
H 3.660210 5.530371 3.095589 -0.08 0.01 -0.05
C -4.720090 0.555971 -1.210911 0.12 0.23 -0.32
N -4.524590 -0.286129 -0.050011 0.91 0.17 0.57
C -5.692390 -1.037629 0.352189 -0.16 -0.16 0.10
P -3.052290 -0.469829 0.651889 -0.76 -1.00 0.21
O -2.084590 0.530171 0.183489 0.79 0.74 -0.41
O -2.525890 -1.975229 0.246189 0.22 0.35 0.02
P -1.151390 -2.400729 -0.506411 -0.62 -0.77 -0.61
O -0.044090 -1.427329 -0.299411 0.30 0.23 0.39
N -0.858390 -3.878129 0.131289 -0.19 0.74 -0.40
C -1.910290 -4.872729 0.223889 -0.20 -0.14 0.05
C 0.424710 -4.237129 0.699889 0.30 0.02 -0.07
N -1.464190 -2.472129 -2.145311 0.15 0.01 1.05
C -2.260790 -3.525129 -2.751711 0.08 -0.24 0.02
C -1.686690 -1.168629 -2.754711 0.19 0.42 -0.06
N -3.146990 -0.614529 2.297189 -0.24 -0.08 -1.07
C -3.522390 0.593771 3.009489 -0.03 0.28 0.08
C -3.301190 -1.874529 3.003289 0.17 -0.25 -0.08
H -5.534490 1.257271 -1.022911 0.01 0.02 -0.01
H -4.978990 -0.044829 -2.087111 -0.01 0.01 -0.02
H -3.809390 1.116271 -1.406711 -0.04 0.08 -0.08
H -6.531490 -0.357229 0.507889 0.00 -0.04 0.06
H -5.495890 -1.572829 1.275589 -0.10 -0.06 0.10
H -5.975790 -1.758129 -0.419311 0.00 -0.03 0.02
H -2.827890 -4.459229 -0.184711 -0.14 -0.15 0.02
H -2.088090 -5.141329 1.267389 0.00 -0.01 0.00
H -1.645990 -5.775129 -0.331811 -0.03 0.01 0.01
H 1.002010 -3.335529 0.894189 0.11 -0.03 0.06
H 0.984510 -4.898629 0.034189 0.03 -0.05 0.03
H 0.270310 -4.754329 1.647289 -0.01 0.01 0.03
H -1.906190 -4.488129 -2.402311 -0.05 -0.17 -0.07
H -2.125190 -3.480129 -3.832411 0.01 -0.03 0.03
H -3.326990 -3.425429 -2.534411 -0.09 0.03 0.01
H -1.190390 -0.400529 -2.149111 -0.16 -0.08 -0.36
H -2.750790 -0.922129 -2.826611 -0.02 -0.02 0.02
H -1.255590 -1.167329 -3.758211 -0.05 0.09 0.04
H -3.323090 1.446271 2.361789 -0.05 0.17 0.12
H -2.913890 0.694971 3.911989 -0.04 0.03 -0.04
H -4.579090 0.595471 3.289589 0.02 0.02 0.00
H -3.969990 -2.561329 2.487189 -0.04 -0.07 0.08
H -3.704990 -1.669429 3.990589 -0.06 -0.03 0.05
H -2.335490 -2.369529 3.120289 0.01 -0.11 0.05
N 5.233710 -0.129329 2.329689 -0.10 -0.16 0.68
C 5.116610 -0.221429 0.862489 -0.79 -0.08 -0.77
P 3.281510 -0.697829 0.666489 0.67 -0.22 -0.62
O 3.043510 -1.388529 1.970889 0.13 -0.45 0.29
O 2.460010 0.494771 0.327489 -0.50 0.31 -0.37
C 3.296610 -1.871829 -0.808611 0.18 0.26 0.81
N 2.209710 -1.492829 -1.718211 -0.41 -0.04 -0.02
H 6.124710 -0.457529 2.712989 -0.21 0.15 -0.09
H 4.397710 -0.761429 2.621089 0.32 0.14 0.26
H 5.042910 0.819071 2.663989 0.17 -0.20 0.01
H 5.749010 -1.026429 0.493589 0.05 0.00 0.10
H 5.383610 0.708271 0.366089 -0.01 0.01 0.07
H 3.160310 -2.894229 -0.457411 0.02 0.01 0.00
H 4.251310 -1.805629 -1.330311 -0.01 0.03 0.02
H 2.172110 -2.072129 -2.559511 0.02 0.11 0.14
H 2.289610 -0.460629 -1.985711 -0.21 -0.20 -0.10
H 1.279510 -1.541929 -1.199211 0.30 -0.03 -0.37
O -1.288290 1.163171 -8.172611 -0.56 -0.06 -0.41
C -0.028590 1.515471 -7.901011 0.43 0.10 0.48
O 0.759710 1.757671 -8.767411 -0.22 -0.08 -0.12
C 0.362710 1.558071 -6.450411 0.07 0.03 0.13
C 1.730710 1.560371 -6.172411 -0.32 -0.02 -0.21
C 2.184310 1.564371 -4.873811 -0.19 0.03 0.40
C 1.264010 1.574271 -3.822411 -0.58 0.01 -0.18
S 1.879410 1.483471 -2.185411 -0.72 0.66 1.25
C -0.101290 1.615571 -4.091211 0.18 -0.05 0.13
C -0.547590 1.606071 -5.396211 0.25 -0.04 -0.39
H -1.827390 0.988071 -7.390411 0.30 0.05 -0.07
H 2.419210 1.559071 -7.002911 0.06 0.00 -0.08
H 3.241110 1.573171 -4.657911 0.16 -0.01 -0.02
H -0.806790 1.662471 -3.274411 -0.03 0.06 0.00
H -1.611990 1.659671 -5.572511 -0.15 0.03 -0.03
Br -1.255690 3.271371 -0.983411 0.57 -0.68 0.08
```
Forces are in eV/Å.

# 3
Below is a molecular structure, C29H46ErN3OSi3, with properties calculated with ωB97M-V/def2-TZVPD.

The value obtained for the largest force on an atom is 0.99 eV/Å. The energy above the lowest of the compared OMol25 structures with the same formula, charge and spin is 0.0 kJ/mol. Its charge is +2. As for the spin multiplicity: 4. The highest occupied orbital energy (alpha / beta) comes out at -14.114 / -14.071 eV. Its HOMO-LUMO gap (alpha / beta) is 0.288 / 0.288 Ha. The molecular weight comes out at 704.2 g mol⁻¹.

Structure (XYZ):
```
83
Properties=species:S:1:pos:R:3:forces:R:3
Er -0.356426 -0.057136 -0.260866 0.05 -0.22 -0.52
C -1.262199 3.834916 -2.780593 -0.03 -0.04 0.03
C -2.128402 2.931151 -1.944930 0.10 -0.02 -0.15
C -3.388304 2.520547 -2.369628 -0.04 -0.01 0.00
C -4.206965 1.727106 -1.567152 0.03 0.01 -0.06
C -3.778722 1.314387 -0.315693 -0.06 -0.01 -0.07
C -2.530617 1.731885 0.133624 0.08 0.14 0.15
C -1.715023 2.529309 -0.670339 0.24 -0.05 0.14
H -1.662779 3.951759 -3.785855 0.00 -0.01 0.01
H -0.241892 3.452332 -2.855733 -0.02 0.00 0.01
H -1.203392 4.827377 -2.328972 -0.01 -0.02 0.00
H -3.749424 2.851792 -3.336980 0.00 -0.03 0.03
H -5.192194 1.444850 -1.918567 0.03 0.03 0.00
H -4.421627 0.718315 0.318544 0.00 0.01 -0.01
H -2.250540 1.562732 1.172271 0.02 -0.04 -0.03
H -0.797698 2.951002 -0.258518 0.03 -0.04 0.02
C 0.304651 2.467367 2.644174 -0.08 0.18 0.09
Si 1.296978 0.889792 2.840088 -0.07 -0.03 -0.05
C 0.328442 -0.164702 4.042263 0.00 -0.12 0.18
C 2.923624 1.289058 3.644685 0.20 0.10 0.04
C 1.529658 0.074761 1.167020 -0.74 -0.14 -0.64
Si 1.946495 -1.754040 1.264069 -0.29 0.08 -0.09
C 2.230262 -2.400918 -0.485512 0.18 -0.03 -0.09
C 3.337268 -2.216947 2.391587 0.16 0.01 0.17
C 0.406078 -2.730431 1.761149 -0.05 -0.14 0.07
Si 2.825693 0.969321 0.180109 -0.20 -0.05 0.08
C 4.583902 0.526937 0.571462 0.23 -0.11 -0.04
C 2.648204 2.824307 0.147518 0.03 0.20 0.12
C 2.529179 0.567215 -1.660487 0.05 0.05 -0.24
C 3.585859 0.526065 -2.567711 -0.02 0.01 -0.06
C 3.345470 0.364119 -3.921062 0.02 0.01 0.00
C 2.029629 0.276230 -4.360283 0.06 0.00 -0.08
C 1.022415 0.327882 -3.425526 -0.03 0.10 0.03
N 1.251747 0.450925 -2.105551 -0.41 -0.14 0.64
H 0.223858 2.961813 3.617973 -0.04 0.00 -0.07
H -0.724687 2.279767 2.314993 0.04 0.03 0.03
H 0.759224 3.182696 1.957698 -0.05 -0.01 0.04
H 0.439240 0.286867 5.034057 -0.06 -0.04 -0.06
H 0.687517 -1.194129 4.119250 -0.02 0.09 0.05
H -0.743327 -0.189080 3.823379 0.07 -0.06 0.03
H 2.749168 1.787373 4.602698 0.03 -0.03 -0.04
H 3.541220 1.957670 3.037637 -0.01 -0.03 0.09
H 3.502602 0.381481 3.842112 -0.03 0.09 0.00
H 3.091649 -1.963927 -0.995627 -0.05 -0.07 0.00
H 1.359147 -2.246387 -1.145564 0.02 -0.01 -0.02
H 2.379161 -3.484306 -0.441012 -0.03 0.04 -0.02
H 4.212400 -1.579372 2.263194 -0.02 -0.09 0.02
H 3.638476 -3.251814 2.208185 -0.01 0.02 0.04
H 3.018013 -2.142863 3.436239 0.05 -0.02 -0.06
H -0.155818 -3.072321 0.883840 -0.02 0.00 0.05
H -0.266518 -2.198230 2.433757 0.01 -0.07 -0.02
H 0.716122 -3.644806 2.280750 -0.01 0.06 -0.07
H 4.735222 0.500198 1.651939 0.04 0.04 -0.07
H 5.271100 1.273741 0.163991 -0.01 -0.05 0.00
H 4.869026 -0.451639 0.172511 0.01 0.06 0.05
H 2.879831 3.282262 1.112810 -0.03 0.01 -0.08
H 1.644636 3.145342 -0.147843 0.05 0.02 -0.01
H 3.353592 3.226751 -0.585129 -0.03 0.02 0.03
H 4.600745 0.626256 -2.201907 -0.04 -0.03 -0.02
H 4.165447 0.319105 -4.627438 -0.03 0.01 0.02
H 1.787537 0.172655 -5.409248 0.02 0.02 0.02
H -0.012888 0.290087 -3.734672 0.01 -0.03 0.01
N -4.996115 -5.041581 3.679638 0.05 0.08 -0.07
C -4.452702 -4.251840 3.047540 0.00 0.05 -0.03
C -3.758106 -3.265835 2.259117 -0.07 -0.14 0.14
C -3.402662 -3.536647 0.943528 -0.05 -0.07 -0.06
C -2.694748 -2.583407 0.241990 -0.08 -0.01 0.07
N -2.345039 -1.399666 0.765285 0.64 0.16 -0.21
C -2.718107 -1.141733 2.026345 -0.09 0.11 -0.05
C -3.419513 -2.034029 2.808054 -0.05 0.04 0.08
H -3.665077 -4.476975 0.479159 0.02 0.00 0.02
H -2.384499 -2.778613 -0.774029 0.03 -0.01 0.03
H -2.448725 -0.173571 2.431896 0.03 -0.04 0.02
H -3.691969 -1.779213 3.823142 0.02 -0.02 -0.02
C -2.542968 -0.422171 -4.158339 -0.01 0.02 -0.05
C -2.603486 -1.202596 -2.871503 0.05 -0.11 -0.03
O -1.282031 -1.324385 -2.243628 0.24 0.22 0.38
H -3.548514 -0.343310 -4.575773 0.03 -0.01 0.00
H -1.920604 -0.923837 -4.903042 -0.02 0.01 0.02
H -2.166852 0.588433 -3.993782 -0.04 -0.01 -0.01
H -2.984118 -2.209539 -3.038627 -0.02 -0.04 0.01
H -3.228816 -0.716773 -2.127952 0.01 0.05 0.05
H -0.706389 -1.817186 -2.846193 0.01 0.08 0.08
```
Forces are in eV/Å.

Q: Which of these has the lowest molecular weight?
A: C29H46BrN3P2Ru